[1]
Formula: C20H70F3InO18
Source: the Open Molecules 2025 dataset
Level of theory: ωB97M-V with the def2-TZVPD basis set

Computed properties:
Calculated total energy (eV): -72033.5976
HOMO level (eV): -13.951
Total charge: +2
Largest force on an atom (hartree/bohr): 0.100

Each line ends with the Löwdin charge.
Atoms and positions in Å:
In 2.0627 -0.0679 -2.2712  1.04
C -0.5063 0.3581 0.7268  -0.05
C -0.9373 -0.6609 -0.2612  -0.18
O 0.0557 -0.7639 -1.2722  -0.11
C -0.4073 -1.3109 -2.4712  -0.43
O 0.6167 -1.0399 -3.2162  -0.13
C -0.7093 -2.7819 -2.4682  -0.57
F -1.6313 -3.0699 -1.5752  0.18
F -1.2363 -3.1429 -3.6492  0.18
F 0.3257 -3.6069 -2.2872  0.17
H -0.4643 1.3011 0.2668  0.04
H 0.4147 0.3151 1.2988  0.07
H -1.2183 0.3061 1.5178  0.07
H -1.9233 -0.4019 -0.5412  0.11
H -1.0523 -1.6429 0.1748  0.11
H -1.2083 -0.7229 -2.8662  0.15
C 1.6117 0.0831 -5.6672  -0.10
O 1.6177 0.9501 -4.5532  -0.10
H 1.1627 0.5811 -6.5152  0.11
H 1.0947 -0.8719 -5.5582  0.10
H 2.6027 -0.2139 -5.9812  0.08
H 1.3547 1.6671 -5.0332  0.06
C -4.8633 -1.4679 -0.0732  -0.16
O -4.4303 -0.1819 0.3068  -0.15
H -5.2293 -1.5069 -1.1132  0.07
H -5.7253 -1.6869 0.5768  0.09
H -4.2313 -2.3879 -0.0452  0.08
H -4.0213 -0.2579 1.2008  0.05
C 3.4507 -2.5589 -3.8572  -0.05
O 3.5047 -1.2579 -3.2892  -0.13
H 2.5677 -3.1319 -3.7102  0.08
H 4.3207 -3.2069 -3.5232  0.12
H 3.5087 -2.2499 -4.9042  0.11
H 4.4147 -0.9889 -3.5462  0.16
C 1.8827 -2.1299 0.3208  -0.12
O 2.3687 -1.7149 -0.8912  -0.14
H 0.9957 -2.7889 0.1748  0.08
H 1.5667 -1.3579 0.9878  0.04
H 2.5797 -2.7409 0.9158  0.13
H 3.1397 -2.3129 -1.0172  0.11
C -3.6633 3.0131 0.1518  -0.14
O -3.1673 4.3101 -0.1512  -0.10
H -4.4353 2.7671 -0.5642  0.08
H -4.0553 2.9801 1.1538  0.07
H -2.8803 2.2221 0.0828  0.06
H -3.0383 4.7491 0.6888  0.07
C 3.6437 -5.2829 -1.7372  -0.12
O 4.1607 -4.1989 -1.0012  -0.13
H 3.5677 -6.2369 -1.2292  0.10
H 4.3047 -5.3359 -2.5752  0.07
H 2.6947 -4.9319 -2.1382  0.07
H 5.0177 -4.3479 -0.5902  0.11
C -1.3083 3.6431 3.0458  -0.13
O -0.7043 2.8201 2.1238  -0.14
H -0.8313 3.6301 4.0628  0.10
H -2.3583 3.5121 3.2128  0.06
H -1.2443 4.6361 2.6358  0.08
H -0.1093 2.2161 2.4988  0.00
C 2.5967 2.0051 0.3238  -0.07
O 2.5387 0.7341 -0.2812  -0.13
H 2.8187 2.7831 -0.3992  0.10
H 3.3787 2.1911 0.9648  0.08
H 1.6087 2.1591 0.8448  0.10
H 2.7207 0.1791 0.4728  0.06
C -0.0503 -1.8139 3.1588  -0.12
O -0.6773 -0.6129 3.5688  -0.11
H 1.0727 -1.7129 3.0258  0.11
H -0.5653 -2.0639 2.2828  0.04
H -0.2623 -2.6199 3.8128  0.08
H -1.3773 -0.8759 4.1468  0.08
C -0.4873 1.9691 -2.4632  -0.07
O 0.8907 1.7241 -2.1762  -0.16
H -1.1993 2.0591 -1.5922  0.10
H -0.9313 1.3351 -3.2052  0.09
H -0.5973 2.9751 -2.9152  0.12
H 1.3207 2.5941 -1.8922  0.14
C 0.0017 -4.8369 1.1718  -0.19
O 0.8307 -4.7299 2.2718  -0.13
H -0.6573 -3.9999 1.0828  0.04
H -0.6463 -5.7179 1.4118  0.11
H 0.5997 -4.9099 0.2428  0.08
H 0.4037 -5.0779 3.0938  0.12
C 1.7827 2.5481 4.6068  -0.08
O 1.1567 1.7681 3.5948  -0.18
H 2.8517 2.4391 4.4708  0.06
H 1.5167 2.1181 5.5768  0.10
H 1.4297 3.6411 4.6008  0.12
H 0.7187 0.9911 4.0128  0.09
C -4.0733 0.6051 -2.5962  -0.17
O -4.0333 1.5321 -3.6712  -0.09
H -3.6253 -0.3879 -2.9352  0.11
H -5.0613 0.4651 -2.1502  0.08
H -3.4063 1.0081 -1.8642  0.02
H -4.0913 2.4061 -3.3412  0.05
C -3.7463 1.1101 3.2498  -0.18
O -4.4843 -0.0569 3.0878  -0.09
H -3.1293 1.2171 2.3668  0.05
H -3.1533 1.1821 4.1538  0.09
H -4.3453 1.9961 3.1448  0.08
H -5.1083 -0.1379 3.8128  0.11
C 4.2887 0.1921 3.1948  -0.07
O 3.0787 -0.0249 2.4608  -0.14
H 4.2407 -0.6419 3.9048  0.10
H 4.3027 1.1131 3.7208  0.06
H 5.1487 0.1981 2.5718  0.08
H 2.3667 0.3151 2.9478  0.01
C -0.1193 5.2001 -0.4172  -0.16
O 0.1717 3.8541 -0.3462  -0.17
H -1.1623 5.3901 -0.6772  0.07
H 0.3947 5.6341 -1.2962  0.10
H 0.1567 5.6471 0.4968  0.07
H -0.4183 3.4431 0.3798  0.08

Forces on atoms 1 to 3 (eV/Å):
In -1.62 0.29 0.43
C 0.02 -0.40 0.82
C 1.62 -0.73 1.71


[2]
Formula: C20H70N14O15
Source: the Open Molecules 2025 dataset
Level of theory: ωB97M-V with the def2-TZVPD basis set

Computed properties:
Calculated total energy (eV): -73444.8014
HOMO level (eV): -9.072
Total charge: 0
Largest force on an atom (hartree/bohr): 0.231
Energy above the lowest of the compared OMol25 structures with the same formula, charge and spin (kcal per mole): 19.3

Each line ends with the Löwdin charge.
Atoms and positions in Å:
C -2.3943 25.4073 11.9868  -0.06
C -3.1457 26.7051 12.3202  -0.32
O -3.6535 26.6800 13.6453  -0.05
H -2.0963 25.3887 10.9295  0.06
H -3.0235 24.5715 12.1535  0.05
H -1.6113 25.3146 12.7038  0.07
H -3.9994 26.6702 11.6554  0.07
H -2.5665 27.6100 12.0830  0.11
H -4.0356 27.5315 13.6556  0.06
C -4.9303 31.9009 4.5484  -0.07
C -5.6366 30.7113 5.0508  -0.34
O -5.3107 30.6032 6.4126  -0.15
H -4.8474 32.6900 5.3230  0.09
H -5.4541 32.2699 3.6502  0.09
H -3.8653 31.7018 4.4122  0.06
H -5.5098 29.7763 4.5292  0.11
H -6.7225 30.8473 5.0027  0.10
H -5.8214 29.8893 6.8554  0.04
C -10.2627 25.4904 6.8428  -0.04
C -10.8983 24.0555 6.8906  -0.33
O -10.9857 23.3087 5.7250  -0.02
H -11.0071 26.1879 6.3320  0.08
H -9.3323 25.4612 6.3707  0.02
H -10.0400 25.8983 7.8677  0.08
H -11.9159 24.1675 7.1637  0.10
H -10.5263 23.5212 7.7204  0.09
H -11.4715 22.5673 5.9533  0.06
C -4.9936 23.1138 10.1119  -0.05
C -4.0108 23.8713 9.1415  -0.26
O -4.3048 23.2967 7.8431  -0.09
H -6.0350 23.3595 9.7760  0.05
H -4.8324 23.3280 11.1487  0.05
H -5.0440 21.9937 10.0943  0.09
H -2.9657 23.7786 9.3693  0.10
H -4.1569 24.9395 9.1741  0.05
H -3.7104 23.6249 7.1919  0.04
C -8.4430 30.0865 7.4637  -0.10
C -9.9238 30.0554 7.6202  -0.27
O -10.3590 28.7252 7.2511  -0.13
H -7.9708 29.2333 7.8982  0.04
H -8.0737 30.8410 8.0835  0.07
H -8.1657 30.2972 6.3820  0.09
H -10.3916 30.7913 7.0066  0.10
H -10.3359 30.3267 8.6461  0.13
H -11.3023 28.7092 7.0307  0.09
C -5.8312 27.0340 7.8304  -0.46
O -6.1528 28.0789 6.9779  -0.10
N -5.0894 27.1601 8.9383  0.11
N -6.1179 25.7369 7.5242  0.17
H -4.9170 28.1360 9.2695  0.10
H -5.5579 26.6043 9.7663  0.08
H -6.6540 25.5462 6.6774  0.05
H -5.5582 24.9283 7.7555  0.08
C -3.1468 25.3358 5.0741  -0.70
O -3.3911 24.0228 4.9158  -0.10
N -4.0721 26.2200 5.1588  0.22
N -1.9266 25.6944 5.2789  0.12
H -3.8860 27.2156 5.3190  0.09
H -5.0328 25.9308 5.1084  0.08
H -1.1771 24.9125 5.3230  0.18
H -1.6850 26.7050 5.4176  0.04
C -1.7883 27.2093 8.4789  -0.65
O -2.0283 28.1576 9.4180  -0.06
N -0.6734 27.0028 7.9030  0.16
N -2.7998 26.6529 7.8513  0.12
H 0.1276 27.4060 8.3761  0.15
H -0.4463 26.0977 7.6266  0.11
H -3.7137 26.8524 8.3850  0.05
H -2.6669 26.0314 6.9821  0.11
C -7.3299 29.6527 11.6245  -0.72
O -6.4762 30.6038 12.0899  -0.11
N -7.2416 29.1198 10.4790  0.17
N -8.2889 29.2270 12.3523  0.14
H -6.4004 29.4849 9.9361  0.11
H -7.9427 28.4659 10.0763  0.13
H -8.5769 29.5864 13.2868  0.14
H -8.9429 28.5062 11.9237  0.13
C -9.0405 28.1589 3.8994  -0.67
O -8.8699 28.0574 2.5323  -0.12
N -8.0975 28.2225 4.8361  0.16
N -10.1576 28.0859 4.3784  0.17
H -7.1984 28.2416 4.3853  0.10
H -8.2453 28.3642 5.8412  0.09
H -11.0608 28.0581 3.7405  0.21
H -10.2700 28.4236 5.3509  0.09
C -7.3836 25.5624 10.9002  -0.65
O -6.2025 26.1736 11.0964  -0.07
N -8.2314 25.4670 11.8534  0.17
N -7.8848 25.2068 9.7534  0.19
H -7.7070 25.6486 12.7040  0.13
H -9.0410 24.7936 11.9700  0.17
H -7.3541 25.3485 8.8844  0.06
H -8.5501 24.4419 9.7227  0.12
C -2.3260 29.0048 5.2266  -0.62
O -2.3842 29.8528 4.1275  -0.11
N -1.2809 28.2764 5.4668  0.11
N -3.2350 28.8185 6.0955  0.18
H -0.5172 28.5472 4.7930  0.17
H -1.0568 27.9651 6.4163  0.07
H -4.0983 29.4011 6.0516  0.09
H -3.0392 28.1547 6.8940  0.10
C -7.2133 25.2880 3.7969  -0.12
O -6.9779 25.7504 5.0791  -0.21
H -8.3321 25.2893 3.5150  0.12
H -6.7802 24.3332 3.7305  0.07
H -6.8764 26.0402 3.0805  0.09
H -7.0928 26.6996 4.9626  0.02
C -7.2341 22.9000 7.0145  -0.16
O -8.2773 22.0781 6.6614  -0.07
H -6.7693 23.2066 6.0856  0.10
H -6.5694 22.5980 7.7186  0.04
H -7.7025 23.7659 7.3391  0.03
H -9.0317 22.6246 6.4705  0.03
C -3.8897 30.4570 10.0346  -0.10
O -4.8715 29.9413 9.1203  -0.17
H -3.8020 29.8028 10.9153  0.09
H -4.0444 31.4535 10.3555  0.08
H -2.9213 30.4256 9.6175  0.05
H -4.8606 30.5155 8.3449  0.07

Forces on atoms 1 to 3 (eV/Å):
C -0.22 1.44 0.14
C -0.08 -1.22 -1.39
O 1.06 -0.90 -0.27